# 1
Entry from the OMol25 dataset: 2 unconnected molecules or ions with the total composition C16H27BrNO5 (ωB97M-V/def2-TZVPD).

Geometry as XYZ:
```
50
Properties=species:S:1:pos:R:3:forces:R:3:mulliken_charge:R:1
C 2.615819 -1.770078 -0.784423 0.17 -0.03 -0.35 -1.196
C 1.850809 -1.481606 -2.075344 0.03 -0.15 0.29 -0.713
C 0.428444 -0.962307 -1.905014 0.41 -0.04 -0.05 -0.500
N 0.222176 0.522138 -1.634405 -0.46 0.05 0.05 0.564
C -1.217445 0.852151 -2.008612 0.05 -0.32 -0.32 -0.722
C -2.288625 -0.020659 -1.362944 -0.20 -0.03 0.02 -0.314
C -2.977741 -0.989338 -2.328918 -0.15 -0.16 0.26 -0.713
O -4.300638 -1.278034 -1.928730 0.05 0.22 -0.08 -0.552
C 1.103134 1.403439 -2.495113 0.11 -0.06 -0.06 -0.896
C 2.517967 1.665767 -1.990754 0.11 0.17 -0.16 -0.699
C 2.702337 2.936258 -1.149905 -0.08 -0.22 -0.02 -0.701
Br 3.433312 2.529511 0.600610 0.01 0.05 0.08 -0.153
C 0.398588 0.787813 -0.180476 0.15 0.31 0.46 -0.404
O 0.077160 2.138879 0.078281 -0.10 -0.33 -0.11 -0.274
O -0.782962 2.116401 1.214913 -0.04 0.09 0.29 -0.325
H 2.070686 -2.477222 -0.164310 -0.10 0.07 0.18 0.393
H 2.864195 -0.879722 -0.213222 -0.07 0.06 0.17 0.293
H 3.562656 -2.239922 -1.041998 0.07 -0.04 0.03 0.382
H 1.723850 -2.437826 -2.583229 -0.04 -0.03 -0.12 0.429
H 2.442771 -0.872741 -2.752556 -0.02 0.10 -0.13 0.367
H -0.024493 -1.499254 -1.074878 -0.23 0.04 0.02 0.331
H -0.138111 -1.164434 -2.809514 -0.06 0.05 -0.07 0.465
H -1.250617 0.734691 -3.090885 0.04 0.03 -0.09 0.780
H -1.366958 1.903137 -1.800604 0.10 0.10 0.16 0.418
H -1.915997 -0.589188 -0.511902 0.04 0.11 0.16 0.059
H -3.072321 0.630557 -0.978870 -0.02 0.10 0.04 0.383
H -3.058248 -0.541856 -3.316224 -0.01 -0.02 -0.14 0.339
H -2.412881 -1.922276 -2.397804 0.18 -0.02 -0.21 0.297
H -4.294707 -1.602409 -1.024874 -0.04 -0.16 0.10 0.326
H 1.137826 0.924160 -3.469778 -0.09 -0.13 -0.05 0.558
H 0.570273 2.341134 -2.626743 -0.05 0.08 0.08 0.522
H 2.925795 0.813263 -1.464345 0.02 -0.14 0.05 0.306
H 3.133474 1.761806 -2.884713 0.03 0.01 -0.07 0.410
H 3.404327 3.612521 -1.618065 0.08 0.08 0.01 0.481
H 1.764640 3.452517 -0.986808 -0.03 0.09 0.10 0.318
H -0.257628 0.139951 0.392441 -0.09 -0.09 -0.05 0.167
H 1.424691 0.592358 0.116863 0.15 0.02 -0.21 0.408
H -1.596827 2.537827 0.906902 -0.01 0.14 -0.23 0.305
C -1.584702 -2.187673 4.015291 0.00 -0.02 -0.07 -0.507
C -1.520930 -1.950858 5.323542 0.01 0.01 -0.04 -0.420
C -0.882861 -0.716221 5.859887 -0.01 0.03 0.02 0.234
O -0.826895 -0.503534 7.047623 -0.01 -0.02 -0.01 -0.507
C -0.316830 0.247436 4.876691 -0.05 -0.07 0.01 -0.568
C -0.382878 -0.001225 3.573091 0.11 -0.03 -0.11 -0.084
C -1.018634 -1.226744 3.043827 -0.01 0.04 0.13 0.545
O -1.071262 -1.421191 1.839056 -0.02 -0.05 -0.12 -0.521
H -2.044293 -3.077402 3.604177 0.00 0.00 0.00 0.426
H -1.925651 -2.634725 6.058360 0.01 0.01 0.02 0.420
H 0.139657 1.140665 5.283371 0.01 -0.02 0.02 0.469
H 0.016551 0.664065 2.821037 0.03 0.09 0.14 0.377
```
Positions in Å, forces in eV/Å.

E: -98789.327 eV
LUMO energy: -3.916 eV
HOMO-LUMO gap: 8.708 eV
Net charge: +1

---

# 2
Entry from the OMol25 dataset: 5 unconnected molecules or ions with the total composition C16H27Cl9N2O at a distorted geometry (ωB97M-V/def2-TZVPD).

Geometry as XYZ:
```
55
Properties=species:S:1:pos:R:3:forces:R:3:mulliken_charge:R:1
C 4.217981 -1.800556 0.607394 -0.12 -0.15 0.95 -1.029
C 3.698409 -0.436225 1.139124 0.74 0.12 -0.67 -0.210
C 3.245489 0.573722 0.040745 -0.82 -0.46 0.58 -0.303
C 2.477330 -0.024531 -1.162506 0.88 1.08 -0.72 -0.047
O 1.058780 -0.145464 -0.962497 0.56 -0.63 0.25 -0.428
C 0.702752 -1.262172 -0.208424 -1.82 -0.38 -0.73 0.965
C 0.913509 -2.581667 -0.960812 0.84 0.77 1.34 -0.023
N 1.257729 -3.614169 -1.330264 -0.33 0.18 -0.29 -0.513
C -0.848924 -1.145920 -0.014068 -0.20 0.45 0.39 0.301
Cl -1.392413 -2.411352 1.180602 -0.02 0.52 -0.68 -0.155
C -1.262577 0.210233 0.491585 0.52 -1.34 1.13 -0.255
N -1.613694 1.122651 1.096987 0.28 -0.20 0.04 -0.472
H 4.863017 -2.231735 1.397682 -0.24 0.09 -0.43 0.378
H 4.828309 -1.732938 -0.306064 -0.35 0.08 0.22 0.293
H 3.394981 -2.528890 0.483294 0.39 0.35 -0.29 0.219
H 2.889574 -0.602901 1.865462 0.35 0.06 -0.15 -0.009
H 4.547069 0.038462 1.668900 -0.58 -0.14 0.00 0.455
H 4.103155 1.172160 -0.309429 -0.32 -0.41 -0.08 0.110
H 2.543999 1.281528 0.528704 0.39 -0.10 -0.37 0.281
H 2.586473 0.707854 -1.989826 -0.62 -0.66 0.79 -0.148
H 2.927940 -0.958534 -1.558265 -0.40 0.19 0.45 0.355
H 1.131281 -1.301615 0.802940 0.30 -0.21 -0.49 -0.336
H -1.390649 -1.354892 -0.944529 0.31 0.10 0.30 0.537
Cl 4.124966 1.621219 -3.245459 0.39 0.34 -0.36 -0.158
C 4.955230 3.136246 -3.687332 0.09 0.10 -0.17 -0.485
C 6.154359 3.401725 -2.810413 0.09 0.02 -0.09 -0.462
Cl 5.688144 3.786371 -1.134163 -0.01 -0.04 0.02 -0.185
H 4.230430 3.945526 -3.630306 -0.01 -0.07 0.10 0.309
H 5.272285 3.034252 -4.724669 0.05 -0.03 0.04 0.306
H 6.706138 4.260168 -3.191733 -0.07 0.01 -0.01 0.345
H 6.826880 2.546800 -2.785040 -0.08 -0.02 0.04 0.307
Cl -4.082792 3.857198 -1.821526 0.02 0.00 0.01 -0.195
C -4.399074 2.344841 -2.708473 -0.11 -0.03 -0.09 -0.430
C -3.955753 1.129511 -1.933448 -0.04 -0.10 -0.14 -0.184
Cl -2.181630 1.029462 -1.789025 -0.36 0.45 -1.38 -0.121
H -3.899138 2.407464 -3.672763 0.07 0.01 0.08 0.360
H -5.473868 2.296096 -2.881324 0.01 -0.05 0.09 0.316
H -4.283337 0.226441 -2.444500 0.01 0.05 -0.03 0.368
H -4.372263 1.122674 -0.930397 0.15 0.07 0.02 -0.116
Cl 1.212266 -2.198576 3.244909 0.24 -0.03 0.25 -0.106
C 0.206177 -3.492295 3.942390 -0.15 -0.12 -0.01 -0.471
C 0.450312 -3.665891 5.421325 -0.09 0.02 0.05 -0.522
Cl 2.069579 -4.325219 5.763648 0.02 0.02 0.00 -0.185
H 0.408619 -4.409253 3.392451 0.10 0.05 0.02 0.333
H -0.832516 -3.212935 3.770465 0.03 0.06 0.07 0.275
H -0.272420 -4.370012 5.832038 0.01 -0.02 -0.08 0.352
H 0.350981 -2.723038 5.955159 0.08 0.00 -0.06 0.329
Cl -6.899718 -0.157657 -1.159640 -0.11 -0.01 0.00 -0.187
C -6.776327 0.618735 0.443170 0.05 -0.02 0.17 -0.444
C -8.106787 1.144624 0.922227 -0.02 -0.02 0.10 -0.436
Cl -8.666664 2.531519 -0.044986 -0.01 -0.02 -0.03 -0.181
H -6.034833 1.412984 0.379084 -0.09 0.04 -0.04 0.315
H -6.407161 -0.138326 1.134160 -0.06 -0.01 -0.02 0.355
H -8.015735 1.490425 1.951240 0.08 0.01 -0.04 0.309
H -8.875850 0.375899 0.886192 0.03 0.02 -0.09 0.322
```
Positions in Å, forces in eV/Å.

E: -134758.267 eV
LUMO energy: 0.381 eV
HOMO-LUMO gap: 10.696 eV
SMILES string: CCCCO[C@H](C#N)[C@@H](Cl)C#N.ClCCCl.ClCCCl.ClCCCl.ClCCCl

---

# 3
Entry from the OMol25 dataset: a molecular structure, C16H27F4N4Pt (ωB97M-V/def2-TZVPD).

Geometry as XYZ:
```
52
Properties=species:S:1:pos:R:3:forces:R:3:mulliken_charge:R:1
Pt -0.368538 0.430674 -0.005974 -0.79 0.59 0.11 0.727
C 2.780789 0.066873 -1.135892 -0.01 -0.01 0.00 -1.210
C 2.072079 1.301969 -1.660596 0.01 0.00 0.10 -0.591
N 1.000735 1.858548 -0.776542 0.40 -0.22 0.00 0.378
C 0.411245 3.043273 -1.498597 0.06 -0.03 -0.03 -0.507
C -0.475282 2.805469 -2.700067 0.01 0.00 -0.03 -1.170
C 1.558335 2.468024 0.490194 0.00 -0.04 -0.11 -1.288
C 1.818436 1.497417 1.614376 0.34 -0.35 -0.25 -0.553
N 0.762680 0.489461 1.645388 -0.26 0.54 0.15 -0.317
C 0.816449 -0.503810 2.594704 0.12 -0.29 -0.02 0.711
C 0.199619 -1.764581 2.426091 0.16 -0.02 -0.07 0.003
F -0.396285 -2.089622 1.244583 0.01 0.03 -0.05 -0.258
C 0.241956 -2.775033 3.367325 -0.06 0.02 0.00 -0.141
F -0.381166 -3.921982 3.073091 0.00 0.00 0.00 -0.297
C 0.913844 -2.637699 4.558333 0.01 0.02 0.00 -0.493
C 1.563463 -1.435223 4.742383 0.03 -0.06 0.02 0.135
F 2.246200 -1.223538 5.868298 0.00 0.01 -0.01 -0.294
C 1.529151 -0.414111 3.812911 -0.11 0.12 -0.01 0.352
F 2.194098 0.709539 4.146561 -0.09 0.04 -0.01 -0.330
H 3.313165 -0.412149 -1.957139 0.02 0.02 0.00 0.430
H 2.073712 -0.654067 -0.720841 0.00 -0.01 -0.01 0.170
H 3.513510 0.307448 -0.369686 0.00 0.00 0.02 0.323
H 1.591966 1.078619 -2.614377 -0.01 -0.02 0.01 0.387
H 2.796805 2.101386 -1.847788 -0.01 0.00 -0.04 0.450
H 1.270968 3.649039 -1.802725 -0.06 0.10 0.03 0.476
H -0.147512 3.626944 -0.771773 -0.06 -0.11 0.05 0.371
H 0.039640 2.368911 -3.555212 -0.02 -0.08 0.03 0.354
H -0.858201 3.776470 -3.014905 0.07 0.01 -0.07 0.472
H -1.346794 2.214380 -2.437160 -0.04 0.12 0.02 0.087
H 0.809046 3.181414 0.826904 -0.01 -0.02 0.00 0.546
H 2.464505 3.026210 0.237571 0.00 0.01 0.02 0.277
H 1.880737 2.077269 2.532104 -0.03 0.08 -0.02 0.608
H 2.794533 1.019587 1.479011 0.00 -0.02 0.11 0.430
H 0.942820 -3.422400 5.298400 0.00 0.00 0.00 0.514
N -2.072664 0.042916 1.238337 0.42 -0.51 0.04 -0.812
C -3.230669 -0.784553 0.837587 -0.06 0.07 -0.05 -0.548
C -3.847630 -0.200298 -0.431559 -0.04 0.03 -0.05 -0.596
C -3.587977 -1.075220 -1.649793 0.06 0.01 -0.04 -0.835
C -2.116217 -1.394551 -1.846765 0.04 -0.12 -0.04 -0.677
N -1.242836 -0.182106 -1.872087 0.07 -0.08 -0.09 -0.467
H -1.700062 -0.281983 2.128257 -0.06 0.03 0.04 0.333
H -2.388601 0.996207 1.391702 0.00 0.01 0.07 0.388
H -3.957196 -0.836157 1.649556 0.05 0.10 0.04 0.458
H -2.860960 -1.794212 0.673045 -0.05 -0.04 0.06 0.343
H -3.410049 0.788972 -0.603099 -0.06 0.03 0.02 0.305
H -4.917239 -0.033077 -0.311281 -0.01 -0.10 0.01 0.376
H -3.997998 -0.606426 -2.548263 0.04 0.03 0.01 0.393
H -4.109176 -2.029112 -1.539784 -0.01 0.01 -0.01 0.366
H -1.988972 -1.936812 -2.785279 0.00 0.00 0.00 0.431
H -1.735986 -2.037658 -1.053084 0.00 0.00 -0.01 0.287
H -1.664708 0.514597 -2.477466 -0.10 -0.04 0.07 0.155
H -0.401432 -0.470259 -2.367623 0.03 0.13 -0.02 0.351
```
Positions in Å, forces in eV/Å.

E: -37101.030 eV
LUMO energy: -2.524 eV
HOMO-LUMO gap: 7.751 eV
Net charge: +1

---

# 4
Entry from the OMol25 dataset: a molecular structure, C16H27GaNO14 at a distorted geometry (ωB97M-V/def2-TZVPD).

Geometry as XYZ:
```
59
Properties=species:S:1:pos:R:3:forces:R:3:mulliken_charge:R:1
O 1.537793 4.440124 0.451980 -0.17 -0.22 0.18 -0.499
N 1.578802 5.634013 0.531961 -0.09 1.05 -0.58 0.295
O 0.499068 6.284209 0.122357 0.87 -0.42 0.65 -0.327
Ga -1.215725 5.442942 0.437694 -1.66 -0.62 -0.29 0.222
H -1.743552 5.682421 1.943712 0.49 0.15 0.13 -0.267
H -1.279164 3.875311 0.112871 0.20 0.07 0.00 -0.251
H -2.264311 6.189638 -0.532223 0.37 0.21 0.16 -0.198
C 2.912687 1.829456 0.746744 -0.14 -0.42 -0.04 -1.530
C 3.631508 0.875410 1.672657 -0.34 0.62 -0.51 0.609
C 4.838193 0.203608 1.077190 0.35 0.06 0.03 -0.477
O 4.912269 -1.013362 1.836278 0.00 -0.05 0.00 -0.365
C 3.649323 -1.299780 2.238902 -0.30 0.31 -0.31 0.658
O 3.319864 -2.334860 2.722901 0.05 -0.41 0.28 -0.586
O 2.819749 -0.269702 1.999976 0.31 -0.17 0.28 -0.287
H 1.915702 2.050915 1.119840 0.08 0.16 0.07 0.402
H 3.460755 2.764259 0.650829 -0.05 0.03 0.09 0.419
H 2.790716 1.395007 -0.247378 0.03 -0.07 0.04 0.263
H 3.879835 1.382242 2.611232 0.05 -0.11 0.01 0.268
H 5.751147 0.785769 1.189646 0.05 -0.17 0.13 0.298
H 4.702687 -0.055966 0.024363 -0.13 0.08 0.03 0.321
C 2.045494 -5.379492 2.479997 0.07 -0.32 -0.20 -1.118
C 0.804337 -5.652141 3.293025 0.65 0.34 -0.39 0.517
C 1.048216 -6.292854 4.631661 -0.02 0.11 0.33 -0.514
O -0.187522 -6.986483 4.861530 0.05 -0.02 -0.10 -0.343
C -0.711287 -7.282357 3.645503 0.12 0.07 0.03 0.532
O -1.634087 -8.006771 3.471416 -0.24 -0.20 -0.05 -0.552
O -0.033894 -6.643694 2.663758 -0.17 -0.07 0.23 -0.254
H 1.783353 -5.194049 1.438459 -0.04 0.20 0.10 0.150
H 2.579191 -4.511260 2.863391 -0.09 0.06 -0.04 0.402
H 2.722759 -6.237301 2.493585 -0.07 -0.06 0.08 0.342
H 0.214638 -4.736191 3.393313 -0.03 -0.06 0.04 0.222
H 1.239765 -5.570140 5.422034 -0.18 -0.08 0.06 0.312
H 1.857277 -7.028110 4.611425 0.01 0.06 -0.12 0.320
C -0.366037 -6.052794 -0.799824 0.21 0.01 0.22 -1.306
C -0.448444 -4.566505 -1.064315 -0.07 -0.70 0.10 0.515
C 0.107693 -4.121620 -2.391523 -0.15 0.16 -0.31 -0.545
O 0.487296 -2.768531 -2.119595 -0.01 -0.18 0.04 -0.323
C 0.768703 -2.692652 -0.791775 0.00 0.03 0.03 0.537
O 1.279116 -1.769577 -0.261738 0.24 0.26 0.08 -0.507
O 0.382756 -3.829874 -0.156397 -0.08 0.08 -0.14 -0.193
H -0.508078 -6.262147 0.260992 -0.14 0.02 -0.07 0.188
H -1.126778 -6.588335 -1.368146 -0.02 0.05 -0.01 0.425
H 0.613804 -6.447543 -1.075818 0.01 0.06 -0.04 0.351
H -1.477084 -4.217756 -0.929210 0.04 0.07 -0.05 0.258
H -0.623137 -4.163010 -3.197318 0.04 0.20 0.00 0.311
H 1.001614 -4.678641 -2.686808 -0.05 -0.09 0.11 0.301
C -5.796982 7.933240 -3.126727 -0.07 -0.18 0.18 -1.420
C -4.381951 7.681435 -3.594379 -0.51 0.11 0.30 0.477
C -4.266269 7.034890 -4.949512 0.20 0.08 -0.36 -0.525
O -3.007969 6.366510 -4.853921 -0.20 0.14 -0.12 -0.339
C -2.804557 6.080641 -3.530131 0.14 -0.13 0.34 0.521
O -1.949781 5.378859 -3.125202 0.16 -0.22 -0.25 -0.448
O -3.729299 6.716188 -2.765959 -0.05 0.08 -0.31 -0.189
H -5.815165 8.122662 -2.053783 0.07 0.11 -0.03 0.358
H -6.228301 8.791685 -3.643891 0.05 0.00 -0.01 0.375
H -6.431884 7.064174 -3.309357 0.06 -0.02 -0.03 0.345
H -3.800055 8.608153 -3.546143 0.03 -0.03 -0.07 0.262
H -4.261125 7.753195 -5.768767 0.17 -0.08 -0.02 0.291
H -5.043673 6.286542 -5.131382 -0.09 0.08 0.12 0.301
```
Positions in Å, forces in eV/Å.

E: -99560.344 eV
LUMO energy: 2.207 eV
HOMO-LUMO gap: 6.925 eV
Net charge: -1